Entry 1:
# C2H3F2N

C2H3F2N in the gas phase in a non-equilibrium geometry (ωB97M-V with the def2-TZVPD basis set, the Open Molecules 2025 dataset).

Results
ΔE to the lowest compared entry with this formula, charge and spin	126.5	kJ/mol
SMILES	FC1(F)CN1
max |F|	5.312	eV/A
gap between HOMO and LUMO	11.560	eV

Cartesian coordinates (Å):
1 F -1.602249 -0.831471 -0.853763
2 F -0.352281 -1.390949 1.064025
3 N -0.281661 0.923942 0.386728
4 C -0.436328 -0.419463 0.185532
5 C 0.641495 0.242959 -0.533728
6 H 1.602268 0.051779 -0.007393
7 H 0.339876 0.434606 -1.598796
8 H 0.088881 0.988598 1.357394

Forces on the atoms, in the same order (eV/Å):
2.6 1.1 3.0
-0.1 0.3 0.3
-1.3 0.5 2.5
-2.5 -1.6 -4.4
0.3 -1.0 0.1
-0.2 0.2 -1.6
1.4 -0.1 1.1
-0.2 0.6 -0.9

Just the Mulliken charges please, in e? Sure, here they are: -0.37, -0.21, -0.56, 0.98, -0.64, 0.27, 0.25, 0.28

***

Entry 2:
# C5H11N

C5H11N in the gas phase in a non-equilibrium geometry (ωB97M-V with the def2-TZVPD basis set, the Open Molecules 2025 dataset).

Results
ΔE to the lowest compared entry with this formula, charge and spin	114.6	kJ/mol
SMILES	C=CCCCN
max |F|	1.196	eV/A
gap between HOMO and LUMO	10.236	eV

Cartesian coordinates (Å):
1 N 1.686073 1.494467 -0.110220
2 C 0.053124 -2.048012 -0.932592
3 C -0.934591 -1.430667 -0.289347
4 C -0.645910 0.843469 0.766896
5 C -1.172104 0.050088 -0.421505
6 C 0.873910 0.814178 0.894090
7 H -1.023271 0.366269 1.687797
8 H 1.222711 1.163794 1.871214
9 H 1.239155 2.160681 -0.730965
10 H -1.012857 1.863114 0.863998
11 H 2.126361 0.874019 -0.780689
12 H -1.519131 -1.960823 0.454014
13 H 0.146776 -3.121668 -1.041910
14 H 1.222986 -0.222541 0.936711
15 H 0.829798 -1.428890 -1.378428
16 H -0.822034 0.451452 -1.375415
17 H -2.270997 0.131071 -0.413647

Forces on the atoms, in the same order (eV/Å):
0.3 0.1 -1.1
0.0 0.2 0.0
1.0 0.1 -0.1
0.5 -0.4 1.0
-0.9 0.0 0.5
0.8 -0.3 0.3
0.0 0.0 -0.2
-0.5 0.4 0.1
-0.5 0.2 0.6
-0.1 0.2 -0.5
0.0 -0.3 0.4
-0.5 -0.1 -0.4
0.2 0.0 0.5
-0.2 -0.1 -0.3
-0.3 -0.2 -0.6
0.1 -0.2 0.1
0.2 0.3 -0.2

Just the Mulliken charges please, in e? Sure, here they are: -0.57, -0.66, -0.19, -0.51, -0.51, -0.71, 0.33, 0.29, 0.25, 0.35, 0.26, 0.31, 0.29, 0.32, 0.17, 0.30, 0.27

***

Entry 3:
# C18H20MgN8O6Se2

A molecular structure, C18H20MgN8O6Se2 (ωB97M-V with the def2-TZVPD basis set, the Open Molecules 2025 dataset).

Results
ΔE to the lowest compared entry with this formula, charge and spin	130.4	kJ/mol
max |F|	0.426	eV/A
gap between HOMO and LUMO	7.252	eV

Cartesian coordinates (Å):
1 Se -5.851571 -3.960734 -0.257984
2 Se -0.181262 -0.911895 3.889623
3 Mg -0.035080 0.711822 1.730364
4 O 0.875828 4.478318 0.361870
5 O -0.016153 2.714117 1.442107
6 O -0.493135 -2.454959 3.475166
7 O 1.162169 -0.370286 3.021241
8 O -0.037593 -0.653127 5.467403
9 O -1.305432 0.106864 3.139710
10 N -4.131468 -4.275173 0.075972
11 N -0.278241 -1.430074 0.629880
12 N 2.598921 -0.878364 -1.705102
13 N -5.641085 -2.191954 -0.277306
14 N 0.437679 -0.205006 -2.056388
15 N 1.970951 1.156109 0.871315
16 N 2.187127 1.086366 -2.850967
17 N -1.841480 0.709977 0.356460
18 C -2.110294 -2.954317 0.389039
19 C -2.440059 -0.485041 0.241663
20 C 0.070476 -3.785398 0.880823
21 C -4.376934 -1.957643 -0.056145
22 C 1.746184 0.011540 -2.205715
23 C 3.997422 2.017962 -1.324955
24 C -1.581064 -1.667572 0.416263
25 C -3.537732 -3.115181 0.141458
26 C 3.552765 1.625165 -2.736808
27 C -2.583608 1.806784 0.251954
28 C 1.799916 2.309641 -0.011895
29 C 3.071805 2.959259 -0.546652
30 C -3.954216 1.764539 -0.001177
31 C -1.253169 -4.034052 0.609453
32 C -3.806206 -0.617546 0.007605
33 C 0.822941 3.298789 0.679769
34 C -4.572967 0.541323 -0.120184
35 C 0.505515 -2.461954 0.914012
36 H 3.634074 3.365200 0.297968
37 H 2.784466 3.821549 -1.152380
38 H 2.355741 1.418533 1.767625
39 H 2.583005 0.435762 0.511711
40 H 1.513934 -2.210602 1.229124
41 H 4.204535 1.126481 -0.724870
42 H 3.589915 -0.774881 -1.827673
43 H 4.248884 0.911867 -3.185477
44 H 1.478588 1.750248 -3.115915
45 H -4.513694 2.686099 -0.074081
46 H -0.198463 0.558335 -2.221596
47 H 2.252323 -1.683433 -1.206450
48 H 4.972158 2.493840 -1.457379
49 H -2.056863 2.739594 0.416562
50 H 0.756813 -4.583231 1.123737
51 H -1.654420 -5.038396 0.602784
52 H -5.637454 0.453767 -0.292418
53 H 1.187771 1.963667 -0.852437
54 H 3.563383 2.503984 -3.379274
55 H 0.164380 -0.826685 -1.301455

Forces on the atoms, in the same order (eV/Å):
-0.1 0.0 0.1
-0.1 0.1 0.2
0.1 0.1 0.2
0.0 0.0 0.0
0.1 0.1 0.1
0.0 0.2 0.0
-0.1 0.0 -0.1
0.0 0.0 -0.1
0.1 -0.3 0.1
0.0 0.0 -0.1
0.1 0.0 0.0
0.1 -0.1 0.0
0.0 0.0 -0.1
0.2 0.0 -0.1
0.0 -0.1 -0.4
0.1 0.0 0.0
-0.1 0.1 -0.1
0.0 0.0 0.0
0.0 0.0 -0.1
0.0 0.1 0.0
0.0 0.0 0.0
-0.2 0.1 0.0
0.1 0.0 0.0
-0.1 -0.1 0.0
0.0 0.0 0.0
0.0 0.0 0.0
0.0 0.0 0.0
0.0 0.0 -0.1
0.0 0.0 0.0
0.0 0.0 0.0
0.0 0.0 0.0
0.0 0.0 0.0
-0.1 0.0 -0.1
0.0 0.0 0.0
0.1 -0.1 0.0
0.0 0.0 0.0
0.0 0.0 0.0
0.1 0.1 0.3
0.0 0.0 -0.1
0.0 0.0 0.0
0.0 0.0 0.0
0.0 0.0 0.0
0.0 0.0 0.0
0.0 0.0 0.0
0.0 0.0 0.0
0.0 0.0 0.0
0.0 0.0 0.0
0.0 0.0 0.0
0.0 0.0 0.0
0.0 0.0 0.0
0.0 0.0 0.0
0.0 0.0 0.0
0.1 0.1 0.1
0.0 0.0 0.0
-0.2 0.0 0.1

Just the Mulliken charges please, in e? Sure, here they are: 0.24, 1.15, 2.18, -0.75, -0.82, -0.62, -0.93, -0.75, -0.86, -0.88, -0.22, -0.26, -0.90, -0.33, -0.24, -0.06, 0.22, 0.38, -0.43, -1.26, 1.02, 0.46, -0.24, 0.95, 0.88, -1.22, -0.48, 0.74, -0.90, -0.96, -0.74, 0.47, 0.32, -0.76, -0.71, 0.35, 0.32, 0.37, 0.13, 0.78, 0.19, 0.24, 0.34, 0.34, 0.44, 0.33, 0.15, 0.43, 0.48, 0.40, 0.54, 0.55, -0.46, 0.49, -0.09